Entry 1:
Density functional theory data (ωB97M-V/def2-TZVPD) for a molecular structure, C23H19NO4OsPS7 in a non-equilibrium geometry.

XYZ file:
```
56
Properties=species:S:1:pos:R:3:forces:R:3:nbo_charge:R:1
Os -1.75731 0.06987 0.45674 1.4 -0.3 1.2 0.47
O -2.97597 -2.60996 0.64223 0.0 0.0 -0.1 -0.53
N -2.12351 -1.87220 -0.17690 0.0 0.2 0.2 -0.13
C -1.75710 -2.54996 -1.19578 0.0 0.1 -0.1 0.16
C -0.87375 -2.13347 -2.28377 0.0 0.1 0.0 -0.15
C -0.97826 -2.90888 -3.43966 0.0 0.0 0.1 -0.14
C -0.25057 -2.59534 -4.57588 0.0 0.0 0.0 -0.19
C 0.60501 -1.50771 -4.55988 0.0 0.0 0.0 -0.16
C 0.74267 -0.74450 -3.40663 0.0 0.0 0.1 -0.19
C 0.01769 -1.04211 -2.26139 -0.1 -0.1 -0.1 -0.25
P 0.27588 -0.06908 -0.75229 -0.2 0.0 0.3 1.11
C 1.57541 -0.96334 0.14894 0.0 0.0 -0.1 -0.41
C 1.91797 -2.27381 -0.16487 0.0 0.0 0.0 -0.14
C 2.85201 -2.95521 0.60651 0.0 0.0 0.0 -0.21
C 3.45232 -2.32964 1.68605 0.0 0.0 0.0 -0.18
C 3.12228 -1.01584 1.99863 0.0 0.0 0.0 -0.19
C 2.18491 -0.33838 1.23916 0.0 0.0 0.0 -0.21
C 1.02492 1.48242 -1.30308 0.0 -0.1 0.0 -0.42
C 0.19125 2.50343 -1.75905 0.0 0.0 0.0 -0.17
C 0.74080 3.67967 -2.24524 0.0 0.0 0.0 -0.20
C 2.11839 3.84286 -2.27897 0.0 0.0 0.0 -0.17
C 2.95203 2.82581 -1.83456 0.0 0.0 0.0 -0.23
C 2.41018 1.64526 -1.35041 0.0 0.0 0.0 -0.14
H -3.62285 -1.95564 0.95970 0.0 0.0 0.0 0.49
H -2.20965 -3.53364 -1.27963 0.0 0.0 0.0 0.23
H -1.65074 -3.75731 -3.44961 0.0 0.0 0.0 0.23
H -0.35647 -3.19742 -5.46737 0.0 0.0 0.0 0.24
H 1.17499 -1.24838 -5.44175 0.0 0.0 0.0 0.24
H 1.42399 0.09581 -3.40669 0.0 0.0 0.0 0.24
H 1.47077 -2.76897 -1.01732 0.0 0.0 0.0 0.21
H 3.11349 -3.97418 0.35458 0.0 0.0 0.0 0.23
H 4.18301 -2.85987 2.28181 0.0 0.0 0.0 0.23
H 3.60132 -0.52046 2.83293 0.0 0.0 0.0 0.23
H 1.93920 0.68931 1.48073 0.0 0.0 0.0 0.22
H -0.88159 2.37412 -1.74944 0.0 0.0 0.0 0.23
H 0.08968 4.46806 -2.59802 0.0 0.0 0.0 0.23
H 2.54449 4.76335 -2.65537 0.0 0.0 0.0 0.23
H 4.02621 2.94940 -1.86846 0.0 0.0 0.0 0.23
H 3.06711 0.85509 -1.01113 0.0 0.0 0.0 0.22
C -0.00295 2.43708 2.85041 -0.1 0.1 0.0 -0.75
S -1.67552 2.62300 3.49627 0.1 0.1 0.1 0.50
C -2.07984 1.10023 4.15900 0.1 -0.4 -0.5 -0.34
C -1.66532 -0.18728 3.78209 0.2 0.5 -0.2 -0.52
S -0.85501 -0.76953 2.38915 -1.1 0.9 -1.3 0.43
S -2.06090 -1.44936 4.90744 -0.2 -0.3 0.4 0.50
C -3.04152 -0.50161 5.99541 -0.1 -0.2 0.0 -0.60
S -3.83023 -1.10124 7.26920 0.1 0.0 -0.1 0.13
S -3.08464 1.19146 5.56223 0.1 0.0 0.0 0.55
H 0.44175 3.42500 2.96310 0.0 0.0 0.0 0.26
H -0.01144 2.16187 1.80044 0.0 -0.1 0.0 0.24
H 0.54967 1.72332 3.45600 0.0 -0.1 0.0 0.24
O -2.84032 1.01932 -1.17918 -0.1 -0.3 -0.1 -0.91
S -3.28583 1.95066 -0.06603 -0.1 -0.1 0.3 2.15
O -1.92976 2.16744 0.62158 0.2 0.0 -0.1 -0.92
O -4.00978 3.10998 -0.42810 0.0 -0.1 0.0 -0.85
S -3.99857 0.58050 1.26613 -0.4 0.0 0.0 -0.38
```
Forces are in eV/Å.

## Properties
Gap between HOMO and LUMO (alpha / beta) ... 4.846 / 4.847 eV
Net charge ... +1
HOMO level (alpha / beta) ... -0.3999 / -0.3999 hartree
Multiplicity ... 1

Entry 2:
Density functional theory data (ωB97M-V/def2-TZVPD) for C7H8N2O4 in the gas phase in a non-equilibrium geometry.

XYZ file:
```
21
Properties=species:S:1:pos:R:3:forces:R:3:nbo_charge:R:1
O 2.12130 0.31043 2.63213 0.9 0.4 0.1 -0.46
C 1.70686 0.58373 1.55776 -0.4 -1.6 0.0 0.65
C 0.32721 0.92151 1.34516 -3.2 -0.7 -4.7 -0.35
C -0.53554 0.60007 0.22062 3.0 0.2 2.7 0.12
C -1.86987 1.22317 0.19191 -2.4 -0.7 -1.2 -0.03
N -2.66386 0.74236 -0.74143 0.5 0.4 1.6 -0.11
O -4.02981 1.05431 -0.59618 2.3 1.0 2.5 -0.54
C -0.31603 -0.55663 -0.81081 -0.3 1.6 1.3 -0.50
C 1.03676 -1.22279 -0.92966 1.0 2.4 1.1 -0.22
C 2.25442 -0.71116 -0.53476 -1.0 -6.6 -2.8 0.00
N 2.63173 0.38613 0.25405 -2.3 0.1 -0.3 0.20
O 2.55024 1.35580 -0.61287 1.0 2.0 0.2 -0.63
O 3.83813 -0.01587 0.78027 4.7 2.0 0.0 -0.56
H -0.17161 1.33571 2.18872 0.0 0.8 0.5 0.24
H -2.26608 2.00763 0.89446 0.7 -1.0 -0.4 0.21
H -4.33940 0.95035 -1.45602 -1.0 -0.5 -2.4 0.47
H -0.78447 -0.14469 -1.73700 0.7 -0.9 0.3 0.27
H -1.00068 -1.30964 -0.39760 -0.2 0.1 -0.4 0.25
H 0.95165 -2.21501 -1.37130 0.7 0.4 -0.3 0.23
H 3.15914 -1.39960 -0.91314 -1.9 2.0 1.4 0.24
H 4.61933 0.58845 0.38423 -3.0 -1.5 1.0 0.50
```
Forces are in eV/Å.

## Properties
Gap between HOMO and LUMO ... 7.690 eV
Net charge ... 0
SMILES ... O=C1C=C(/C=N/O)CC=C[N@+]1([O-])O
HOMO level ... -0.3213 hartree
Multiplicity ... 1

Entry 3:
Density functional theory data (ωB97M-V/def2-TZVPD) for a molecular structure, C20H21BIN9OPd.

XYZ file:
```
54
Properties=species:S:1:pos:R:3:forces:R:3:mulliken_spin:R:1
Pd 0.61495 0.44610 0.78115 -0.5 0.2 0.3 0.76
C -3.62923 0.41296 1.92091 0.1 0.0 -0.1 0.00
C -2.28269 0.58077 2.24871 -0.1 0.0 0.0 0.00
N -1.53311 0.46230 1.15967 0.3 -0.3 -0.1 0.00
N -2.35875 0.21121 0.12691 0.2 0.4 -0.1 0.02
C -3.62956 0.17960 0.55921 0.0 0.1 0.1 0.01
B -1.77953 0.06243 -1.30772 0.0 -0.1 0.3 -0.03
N -0.81520 1.26878 -1.61745 -0.1 0.1 -0.1 0.01
C -0.78950 2.10336 -2.67185 0.1 -0.1 0.0 0.00
C 0.21641 3.02913 -2.50244 0.1 0.0 0.0 0.00
C 0.81404 2.68551 -1.29673 -0.2 -0.1 0.0 0.01
N 0.19341 1.62557 -0.78460 0.0 0.2 0.1 0.07
N -0.87120 -1.20958 -1.30242 -0.1 0.0 -0.2 0.03
C -0.95482 -2.39283 -1.93436 0.0 0.0 -0.1 0.00
C 0.13490 -3.16234 -1.58296 0.1 0.0 0.0 0.01
C 0.86227 -2.36383 -0.70421 0.0 0.0 0.0 -0.02
N 0.24584 -1.19779 -0.55293 0.3 -0.1 0.1 0.19
N -2.95039 -0.05042 -2.25574 0.1 -0.2 -0.2 0.00
C -3.62091 0.80412 -3.07577 -0.2 0.1 0.1 0.00
C -4.71458 0.15093 -3.57607 0.0 0.0 0.0 0.00
C -4.65170 -1.12688 -2.99332 0.0 0.1 0.0 0.00
N -3.60778 -1.24146 -2.19919 0.1 -0.1 0.0 0.00
H -4.47880 0.45614 2.57724 0.0 0.0 0.0 0.00
H -1.83381 0.77890 3.20817 0.0 0.0 0.0 0.00
H -4.44307 -0.01155 -0.11782 0.0 0.0 0.0 0.00
H -1.44527 1.96982 -3.50848 -0.1 0.0 0.0 0.00
H 0.49289 3.82735 -3.16619 0.0 0.0 0.0 0.00
H 1.64241 3.13256 -0.77653 0.0 0.0 0.0 0.00
H -1.78904 -2.60809 -2.57528 0.0 0.0 0.0 0.00
H 0.36611 -4.15707 -1.91652 0.0 0.0 0.0 0.00
H 1.78730 -2.56397 -0.18890 0.0 0.0 0.0 0.00
H -3.34763 1.83338 -3.20842 0.1 0.0 0.0 0.00
H -5.45413 0.54641 -4.24835 0.0 0.0 0.0 0.00
H -5.32552 -1.95830 -3.11573 0.0 0.0 0.0 0.00
N 2.88281 -1.53809 3.20554 0.1 0.1 -0.2 0.00
C 1.55591 -1.56517 3.13300 -0.1 -0.2 -0.1 0.00
O 0.89285 -0.91898 2.31392 -0.1 0.1 0.5 0.02
C 0.87193 -2.47414 4.12638 -0.2 0.0 0.0 0.00
I -1.17932 -2.79577 3.70835 0.1 0.0 0.0 0.00
H 3.40254 -0.92748 2.59078 0.0 0.0 0.0 0.00
H 3.38303 -2.10955 3.86459 0.0 0.0 0.0 0.00
H 0.93501 -2.02665 5.11741 0.0 0.0 0.0 0.00
H 1.36428 -3.44337 4.15137 0.0 0.0 0.0 0.00
C 5.17628 1.76497 0.80832 0.0 0.0 -0.1 0.01
C 4.63932 1.32474 -0.39550 0.0 0.0 0.0 0.00
C 3.32447 0.88056 -0.45487 -0.1 -0.2 0.0 0.00
C 2.54666 0.87305 0.69607 0.1 -0.2 -0.3 -0.03
C 3.08329 1.29287 1.90804 0.0 0.3 -0.1 -0.06
C 4.39966 1.75603 1.95331 -0.1 -0.1 0.1 0.00
H 6.19898 2.11352 0.85008 0.0 0.0 0.0 0.00
H 5.24195 1.32270 -1.29410 0.0 0.0 0.0 0.00
H 2.91713 0.52662 -1.39563 0.0 0.1 0.0 0.00
H 2.49408 1.31257 2.81763 -0.1 0.0 0.0 -0.01
H 4.80480 2.10834 2.89330 0.0 0.0 0.0 0.00
```
Forces are in eV/Å.

## Properties
Gap between HOMO and LUMO (alpha / beta) ... 8.404 / 7.005 eV
Net charge ... +1
HOMO level (alpha / beta) ... -0.4296 / -0.4297 hartree
Multiplicity ... 2

Entry 4:
Density functional theory data (ωB97M-V/def2-TZVPD) for C6H10O in the gas phase.

XYZ file:
```
17
Properties=species:S:1:pos:R:3:forces:R:3:nbo_charge:R:1
C -2.04216 0.30402 -0.22682 0.1 -0.1 0.0 -0.73
C -0.68761 -0.11094 0.18353 0.0 0.0 0.0 0.54
C 0.08652 0.57335 1.18527 -0.1 0.1 -0.1 -0.61
C 1.23956 0.85905 -0.03779 0.2 -0.1 0.2 0.24
C 1.53578 -0.64781 -0.33372 0.1 -0.1 0.0 -0.44
C 0.10341 -1.20013 -0.46411 0.0 0.1 -0.1 -0.53
O 0.56846 1.45008 -0.99986 -0.2 0.0 0.1 -0.78
H -2.46296 -0.32653 -1.01427 0.1 0.1 0.1 0.23
H -1.87940 1.31885 -0.62056 -0.1 -0.1 0.0 0.31
H -2.73249 0.37819 0.62163 0.2 0.0 -0.1 0.24
H 0.57619 -0.05492 1.93344 -0.1 0.0 -0.1 0.25
H -0.38281 1.46082 1.61547 0.2 -0.1 -0.2 0.23
H 2.14183 1.37763 0.36041 -0.2 -0.1 -0.1 0.14
H 2.09023 -1.11565 0.48746 0.0 0.0 -0.1 0.19
H 2.11182 -0.77150 -1.25694 -0.1 0.1 0.2 0.22
H -0.23085 -1.33719 -1.49395 0.1 0.0 0.1 0.24
H -0.03552 -2.15731 0.06079 0.0 0.2 0.0 0.25
```
Forces are in eV/Å.

## Properties
Gap between HOMO and LUMO (alpha / beta) ... 7.561 / 7.563 eV
Net charge ... 0
HOMO level (alpha / beta) ... -0.2933 / -0.2933 hartree
Multiplicity ... 1

Looking at calculated total energy for the records above, in order, we have -4462.6578 -681.6988 -1793.0704 -309.7356 hartree.